# 1
{
  "formula": "C15H18",
  "method": "the ωB97M-V functional and the def2-TZVPD basis",
  "elements": ["C", "C", "C", "C", "C", "C", "C", "C", "H", "H", "H", "H", "H", "H", "H", "H", "H", "H", "C", "C", "C", "C", "C", "C", "C", "H", "H", "H", "H", "H", "H", "H", "H"],
  "coordinates": [[-0.440, -3.973, 0.571], [-0.224, -3.358, 1.994], [-0.722, -1.954, 2.118], [0.225, -0.920, 2.109], [-0.160, 0.384, 2.091], [-1.505, 0.722, 2.047], [-2.422, -0.315, 2.121], [-2.062, -1.699, 2.165], [-0.481, -3.183, -0.193], [-1.300, -4.595, 0.452], [0.341, -4.728, 0.476], [-0.754, -4.064, 2.725], [0.742, -3.645, 2.411], [1.290, -1.178, 2.099], [0.640, 1.140, 1.953], [-1.704, 1.765, 1.832], [-3.492, 0.009, 1.996], [-2.771, -2.511, 2.089], [-0.591, 2.892, -0.757], [0.421, 2.180, -1.597], [1.758, 2.591, -1.624], [2.651, 1.969, -2.471], [2.349, 0.734, -3.034], [0.982, 0.489, -3.278], [0.033, 1.170, -2.511], [-0.194, 2.956, 0.281], [-1.541, 2.440, -1.090], [-0.580, 3.924, -1.076], [2.140, 3.330, -0.925], [3.681, 2.367, -2.541], [3.059, 0.149, -3.574], [0.770, -0.164, -4.114], [-0.973, 0.764, -2.670]],
  "nbo_charge": [-0.612, -0.435, -0.012, -0.224, -0.185, -0.245, -0.190, -0.226, 0.215, 0.206, 0.211, 0.206, 0.221, 0.212, 0.207, 0.220, 0.210, 0.220, -0.642, 0.001, -0.239, -0.189, -0.219, -0.193, -0.245, 0.224, 0.230, 0.220, 0.210, 0.209, 0.207, 0.213, 0.214],
  "smiles": "CCc1ccccc1.Cc1ccccc1",
  "de_lowest_kj_mol": 150.3,
  "total_energy_ev": -15845.421,
  "homo_energy_ev": -8.8
}

# 2
{
  "formula": "C15H18BiBr2F5O4Se",
  "method": "the ωB97M-V functional and the def2-TZVPD basis",
  "elements": ["Bi", "C", "C", "O", "C", "C", "O", "C", "C", "O", "C", "C", "O", "H", "H", "H", "H", "H", "H", "H", "H", "H", "H", "H", "H", "H", "H", "H", "H", "Br", "C", "Br", "H", "H", "F", "C", "C", "F", "C", "F", "C", "Se", "C", "F", "C", "F"],
  "coordinates": [[0.576, 0.162, -0.172], [-0.903, -2.994, -0.170], [0.589, -3.088, 0.033], [1.270, -2.058, -0.727], [1.520, -2.334, -2.143], [0.394, -1.883, -3.028], [0.125, -0.527, -2.680], [-0.987, 0.087, -3.346], [-1.412, 1.258, -2.502], [-1.587, 0.909, -1.100], [-2.765, 0.139, -0.775], [-2.495, -1.340, -0.856], [-1.256, -1.600, -0.174], [-1.412, -3.506, 0.645], [-1.218, -3.443, -1.111], [0.955, -4.068, -0.268], [0.877, -2.926, 1.068], [1.703, -3.400, -2.263], [2.432, -1.792, -2.384], [-0.509, -2.485, -2.909], [0.725, -1.965, -4.065], [-1.784, -0.642, -3.489], [-0.687, 0.460, -4.326], [-2.333, 1.689, -2.888], [-0.649, 2.035, -2.517], [-3.577, 0.402, -1.451], [-3.042, 0.431, 0.234], [-2.424, -1.710, -1.878], [-3.307, -1.868, -0.356], [3.096, 2.163, 1.151], [4.516, 0.865, 1.095], [3.906, -0.790, 0.322], [4.832, 0.676, 2.107], [5.302, 1.266, 0.478], [-0.440, 5.177, 4.356], [-0.252, 3.966, 3.883], [-0.997, 3.527, 2.804], [-1.890, 4.324, 2.244], [-0.785, 2.260, 2.317], [-1.491, 1.863, 1.237], [0.153, 1.414, 2.883], [0.346, -0.392, 2.336], [0.909, 1.882, 3.951], [1.841, 1.123, 4.517], [0.707, 3.148, 4.453], [1.429, 3.587, 5.467]],
  "nbo_charge": [1.737, -0.102, -0.095, -0.623, -0.093, -0.098, -0.590, -0.102, -0.097, -0.599, -0.101, -0.094, -0.608, 0.235, 0.198, 0.237, 0.227, 0.234, 0.233, 0.185, 0.231, 0.193, 0.231, 0.236, 0.221, 0.228, 0.239, 0.184, 0.232, 0.106, -0.506, 0.099, 0.256, 0.255, -0.246, 0.312, 0.318, -0.267, 0.286, -0.316, -0.356, -0.129, 0.345, -0.276, 0.291, -0.252],
  "de_lowest_kj_mol": 39.1,
  "total_energy_ev": -248877.611,
  "homo_energy_ev": -14.6,
  "charge": 2
}

# 3
{
  "formula": "C15H18Cl5NO2S3Sn",
  "method": "the ωB97M-V functional and the def2-TZVPD basis",
  "elements": ["Sn", "C", "C", "S", "C", "C", "S", "C", "C", "S", "H", "H", "H", "H", "H", "H", "H", "H", "H", "H", "H", "H", "N", "C", "C", "C", "O", "O", "H", "H", "H", "H", "H", "H", "Cl", "C", "C", "C", "Cl", "C", "Cl", "C", "Cl", "C", "Cl"],
  "coordinates": [[0.611, 1.076, -0.826], [0.535, -2.624, 2.712], [-0.602, -2.868, 1.735], [-1.020, -1.442, 0.622], [-1.314, -2.303, -0.952], [-0.098, -2.875, -1.667], [1.252, -1.667, -1.913], [2.630, -2.181, -0.788], [2.304, -2.896, 0.510], [2.126, -1.967, 2.083], [0.799, -3.556, 3.216], [0.232, -1.917, 3.484], [-1.499, -3.060, 2.329], [-0.438, -3.733, 1.096], [-1.778, -1.530, -1.567], [-2.045, -3.093, -0.771], [-0.406, -3.152, -2.678], [0.308, -3.767, -1.193], [3.195, -1.264, -0.616], [3.247, -2.846, -1.396], [3.152, -3.538, 0.767], [1.437, -3.539, 0.398], [0.550, 2.989, 0.789], [1.303, 2.728, 2.017], [0.690, 1.535, 2.777], [1.538, 0.316, 2.835], [2.080, -0.139, 3.796], [1.608, -0.440, 1.656], [0.911, 3.835, 0.348], [-0.423, 3.200, 1.021], [1.296, 3.604, 2.675], [2.339, 2.508, 1.745], [-0.260, 1.274, 2.301], [0.499, 1.807, 3.819], [-2.748, 2.357, 0.394], [-2.414, 2.533, -1.274], [-1.225, 1.999, -1.747], [-0.925, 2.216, -3.086], [0.639, 1.654, -3.544], [-1.761, 2.876, -3.966], [-1.336, 3.086, -5.610], [-2.967, 3.389, -3.458], [-4.014, 4.248, -4.496], [-3.286, 3.236, -2.102], [-4.720, 3.934, -1.473]],
  "nbo_charge": [1.159, -0.570, -0.534, 0.198, -0.535, -0.543, 0.240, -0.531, -0.575, 1.218, 0.285, 0.275, 0.277, 0.232, 0.254, 0.256, 0.274, 0.224, 0.255, 0.272, 0.283, 0.251, -0.891, -0.216, -0.544, 0.802, -0.505, -0.657, 0.410, 0.407, 0.235, 0.216, 0.254, 0.288, 0.045, -0.077, -0.612, 0.012, 0.076, -0.133, 0.114, -0.050, 0.134, -0.084, 0.112],
  "de_lowest_kj_mol": 217.7,
  "total_energy_ev": -122364.793,
  "homo_energy_ev": -14.2,
  "charge": 2
}

# 4
{
  "formula": "C15H18CuN2OS2",
  "method": "the ωB97M-V functional and the def2-TZVPD basis",
  "elements": ["Cu", "C", "C", "C", "C", "C", "C", "C", "C", "C", "C", "H", "H", "H", "H", "H", "H", "H", "H", "H", "H", "H", "H", "H", "H", "S", "C", "C", "C", "C", "C", "N", "H", "H", "H", "H", "O", "S", "N"],
  "coordinates": [[0.755, 0.589, -1.963], [2.966, -1.021, 2.309], [1.853, -1.385, 1.295], [2.448, -1.331, -0.154], [0.772, -0.330, 1.506], [-0.470, -0.639, 2.056], [-1.440, 0.325, 2.155], [-1.254, 1.630, 1.725], [-2.397, 2.616, 1.649], [0.033, 1.902, 1.289], [1.024, 0.982, 1.114], [3.764, -1.768, 2.356], [2.624, -0.916, 3.370], [3.391, -0.059, 2.089], [1.404, -2.412, 1.450], [2.691, -0.321, -0.437], [1.712, -1.709, -0.880], [3.325, -1.943, -0.240], [-0.681, -1.587, 2.570], [-2.329, -0.005, 2.705], [-2.947, 2.667, 2.579], [-3.151, 2.286, 0.903], [-2.122, 3.666, 1.403], [0.217, 2.922, 1.025], [1.995, 1.290, 0.719], [-0.150, 0.665, -4.122], [-1.123, -0.467, -3.243], [-2.219, -1.308, -3.704], [-2.968, -1.979, -2.774], [-2.644, -1.961, -1.416], [-1.554, -1.194, -1.054], [-0.807, -0.522, -1.946], [-2.529, -1.249, -4.723], [-3.848, -2.401, -3.195], [-3.208, -2.465, -0.652], [-1.239, -1.100, -0.009], [3.498, 3.807, -1.611], [2.297, 3.106, -2.065], [2.312, 1.619, -2.079]],
  "nbo_charge": [1.138, -0.605, -0.243, -0.615, -0.012, -0.248, -0.205, -0.021, -0.634, -0.210, -0.221, 0.212, 0.213, 0.211, 0.209, 0.222, 0.199, 0.224, 0.221, 0.210, 0.221, 0.224, 0.224, 0.209, 0.230, -0.163, 0.079, -0.267, -0.141, -0.283, 0.063, -0.637, 0.230, 0.222, 0.229, 0.230, -0.902, 1.384, -1.198],
  "de_lowest_kj_mol": 0.0,
  "total_energy_ev": -87183.937,
  "homo_energy_ev": [-8.7, -8.6],
  "spin_multiplicity": 2
}

# 5
{
  "formula": "C15H18F7O9PS",
  "method": "the ωB97M-V functional and the def2-TZVPD basis",
  "elements": ["C", "C", "P", "C", "C", "C", "S", "O", "O", "F", "C", "O", "O", "C", "O", "H", "H", "H", "H", "H", "H", "H", "H", "C", "C", "O", "C", "O", "C", "F", "F", "F", "H", "H", "H", "H", "H", "C", "C", "O", "C", "O", "C", "F", "F", "F", "H", "H", "H", "H", "H"],
  "coordinates": [[3.412, -1.990, 0.857], [3.096, -0.625, 0.143], [1.590, 0.071, 0.977], [1.545, 1.903, 0.565], [0.034, -0.594, 0.221], [-1.105, -0.778, 0.906], [-1.301, -0.460, 2.652], [-0.568, 0.668, 3.107], [-0.876, -1.654, 3.298], [-2.843, -0.282, 2.995], [-2.153, -1.302, -0.119], [-3.293, -1.129, -0.066], [-1.395, -1.928, -1.069], [-0.303, -1.044, -1.214], [0.162, -0.789, -2.231], [2.520, -2.625, 0.699], [4.299, -2.431, 0.379], [3.536, -1.843, 1.940], [2.997, -0.801, -0.938], [3.928, 0.083, 0.285], [1.862, 2.106, -0.471], [0.472, 2.174, 0.610], [2.065, 2.505, 1.320], [8.603, 2.044, -1.647], [7.448, 2.711, -2.364], [6.696, 1.755, -3.134], [5.820, 1.019, -2.458], [5.622, 1.095, -1.279], [5.070, 0.088, -3.427], [5.904, -0.519, -4.285], [4.182, 0.774, -4.165], [4.390, -0.879, -2.796], [9.230, 1.501, -2.356], [9.213, 2.785, -1.131], [8.247, 1.320, -0.914], [7.827, 3.444, -3.075], [6.795, 3.241, -1.670], [-6.312, -1.017, 0.325], [-6.767, -0.077, 1.420], [-8.203, 0.029, 1.453], [-8.848, -0.959, 2.069], [-8.334, -1.908, 2.583], [-10.356, -0.684, 2.064], [-10.791, -0.287, 0.856], [-10.673, 0.288, 2.939], [-11.061, -1.767, 2.401], [-6.724, -0.710, -0.639], [-5.223, -1.030, 0.256], [-6.658, -2.035, 0.510], [-6.392, 0.927, 1.224], [-6.385, -0.381, 2.396]],
  "nbo_charge": [-0.606, -0.713, 0.800, -0.908, -0.317, -0.398, 2.393, -0.869, -0.886, -0.455, 0.801, -0.494, -0.501, 0.762, -0.450, 0.200, 0.218, 0.219, 0.235, 0.255, 0.231, 0.238, 0.250, -0.639, -0.079, -0.472, 0.697, -0.551, 0.900, -0.305, -0.306, -0.307, 0.218, 0.225, 0.223, 0.200, 0.200, -0.655, -0.077, -0.478, 0.690, -0.536, 0.898, -0.310, -0.311, -0.302, 0.210, 0.252, 0.219, 0.194, 0.198],
  "smiles": "CCP(C)C1=C(S(=O)(=O)F)C(=O)OC1=O.CCOC(=O)C(F)(F)F.CCOC(=O)C(F)(F)F",
  "total_energy_ev": -73419.149,
  "homo_energy_ev": -9.0
}

# 6
{
  "formula": "C15H18LiNO",
  "method": "the ωB97M-V functional and the def2-TZVPD basis",
  "elements": ["C", "N", "C", "C", "C", "O", "C", "C", "H", "H", "H", "H", "H", "H", "H", "H", "H", "H", "H", "C", "Li", "C", "C", "C", "C", "C", "C", "C", "C", "H", "H", "H", "H", "H", "H", "H"],
  "coordinates": [[-3.884, -1.052, 1.725], [-2.513, -0.682, 1.957], [-1.563, -1.731, 1.647], [-0.150, -1.371, 2.086], [0.175, -0.013, 1.564], [1.275, 0.274, 1.021], [-0.786, 1.073, 1.942], [-2.198, 0.667, 1.540], [-4.542, -0.291, 2.162], [-4.134, -1.144, 0.651], [-4.080, -2.020, 2.204], [-1.923, -2.632, 2.169], [-1.572, -1.967, 0.560], [-0.130, -1.322, 3.187], [0.575, -2.112, 1.738], [-0.748, 1.181, 3.039], [-0.504, 2.022, 1.473], [-2.330, 0.791, 0.442], [-2.940, 1.323, 2.022], [1.864, -1.652, -1.774], [0.866, 2.960, -3.429], [0.820, -1.618, -0.865], [0.421, -0.224, -0.631], [1.291, 0.586, -1.512], [2.160, -0.286, -2.196], [3.163, 0.262, -3.011], [3.366, 1.633, -3.014], [2.614, 2.479, -2.173], [1.500, 1.970, -1.486], [2.405, -2.523, -2.135], [0.349, -2.462, -0.368], [-0.614, 0.101, -0.464], [3.787, -0.416, -3.597], [4.182, 2.068, -3.597], [2.908, 3.525, -2.047], [0.890, 2.599, -0.832]],
  "nbo_charge": [-0.397, -0.455, -0.208, -0.537, 0.630, -0.533, -0.525, -0.203, 0.197, 0.162, 0.200, 0.201, 0.174, 0.240, 0.251, 0.238, 0.228, 0.156, 0.199, -0.334, 0.953, -0.272, -0.300, -0.044, -0.122, -0.156, -0.355, -0.441, -0.368, 0.204, 0.192, 0.187, 0.209, 0.208, 0.211, 0.209],
  "total_energy_ev": -19584.851,
  "homo_energy_ev": -4.6
}